Record 1
{
  "formula": "C45H37IrN4O5P2S2",
  "method": "the ωB97M-V functional and the def2-TZVPD basis",
  "symbols": ["Ir", "O", "S", "C", "C", "C", "C", "C", "C", "P", "C", "C", "C", "C", "C", "C", "C", "C", "C", "C", "C", "C", "C", "C", "C", "C", "C", "C", "P", "C", "C", "C", "C", "C", "C", "C", "C", "C", "C", "C", "C", "H", "H", "H", "H", "H", "H", "H", "H", "H", "H", "H", "H", "H", "H", "H", "H", "H", "H", "H", "H", "H", "H", "H", "H", "H", "H", "H", "H", "O", "C", "O", "C", "C", "N", "N", "C", "C", "O", "O", "H", "H", "H", "C", "N", "C", "C", "N", "C", "S", "H", "H", "H", "H", "H", "H"],
  "xyz": [[-0.420755, -0.769224, 0.102244], [1.692206, -1.908626, 3.087083], [1.689565, -1.177139, 1.804728], [2.055449, 0.514847, 2.148803], [3.345588, 0.948097, 2.395781], [3.544862, 2.254005, 2.824967], [2.459375, 3.094767, 3.012292], [1.165190, 2.652768, 2.760054], [0.942264, 1.351492, 2.322588], [-0.742209, 0.759429, 1.966162], [-1.385631, -0.170948, 3.353275], [-2.574482, -0.884762, 3.168676], [-3.118454, -1.596892, 4.221230], [-2.473205, -1.607718, 5.454840], [-1.291628, -0.904326, 5.638111], [-0.744138, -0.178280, 4.589152], [-1.771368, 2.208340, 1.694665], [-2.939776, 2.394196, 2.429842], [-3.733526, 3.508774, 2.193541], [-3.362448, 4.439649, 1.235963], [-2.189118, 4.264067, 0.508081], [-1.398584, 3.150779, 0.731142], [2.945149, -1.871573, 0.763047], [3.914802, -2.665057, 1.351348], [4.787495, -3.374627, 0.531481], [4.660678, -3.310596, -0.846050], [3.675494, -2.517622, -1.429713], [2.809397, -1.784338, -0.628657], [1.579591, -0.652470, -1.300733], [1.304456, -0.990373, -3.053990], [2.144451, -0.396036, -4.005686], [1.958403, -0.662428, -5.353489], [0.939628, -1.517872, -5.759338], [0.103783, -2.106819, -4.819689], [0.282212, -1.847331, -3.468643], [2.334236, 0.983153, -1.226277], [1.512425, 2.103465, -1.336942], [2.062917, 3.373503, -1.362187], [3.441906, 3.528765, -1.286426], [4.265281, 2.416678, -1.182400], [3.716841, 1.142734, -1.148036], [4.184390, 0.277122, 2.265271], [4.545987, 2.608898, 3.025705], [2.616257, 4.105203, 3.363597], [0.332354, 3.325950, 2.913421], [-3.078410, -0.882263, 2.207365], [-4.042209, -2.142797, 4.086776], [-2.899057, -2.165706, 6.277353], [-0.797667, -0.914486, 6.599437], [0.180000, 0.364727, 4.738419], [-3.231489, 1.685053, 3.191301], [-4.634565, 3.654791, 2.772221], [-3.975057, 5.315555, 1.070922], [-1.879934, 5.012395, -0.209458], [-0.461643, 3.043168, 0.198511], [3.964545, -2.755155, 2.428199], [5.550537, -3.997529, 0.976888], [5.324514, -3.886446, -1.476105], [3.583007, -2.479531, -2.507369], [2.938102, 0.273236, -3.697405], [2.615572, -0.214262, -6.086093], [0.804683, -1.732267, -6.811018], [-0.682344, -2.778847, -5.134923], [-0.376807, -2.311724, -2.747842], [0.436536, 1.974555, -1.409935], [1.425968, 4.244438, -1.441827], [3.875528, 4.518948, -1.312556], [5.338249, 2.540782, -1.131562], [4.368570, 0.282107, -1.064073], [-3.850879, -5.819747, 0.320199], [-3.169575, -5.684452, 1.449014], [-3.323049, -6.401187, 2.394818], [-2.165144, -4.573006, 1.538153], [-1.344777, -4.414303, 2.649345], [-0.594082, -3.330089, 2.450275], [-0.859665, -2.757256, 1.271434], [-1.812649, -3.502825, 0.710204], [-2.305586, -3.039631, -0.604601], [-3.056894, -3.641056, -1.325547], [-1.808646, -1.842465, -0.927104], [-3.621983, -5.153076, -0.354303], [-1.276315, -5.013782, 3.542033], [0.152372, -2.948241, 3.033539], [-4.273789, 2.838788, -3.128392], [-2.987736, 2.398077, -3.680606], [-2.503461, 2.710067, -4.894436], [-1.279207, 2.075708, -5.032435], [-1.054241, 1.416273, -3.883034], [-2.100885, 1.587524, -3.014555], [-2.331191, 0.918409, -1.514239], [-4.765508, 3.451720, -3.877687], [-4.093218, 3.416484, -2.224934], [-4.878096, 1.962654, -2.904797], [-3.032226, 3.342429, -5.587472], [-0.597652, 2.060728, -5.865381], [-0.279818, 0.781884, -3.705511]],
  "forces_ev_per_a": [[0.2, 0.0, 0.4], [0.0, 0.0, 0.0], [-0.1, 0.0, -0.1], [0.0, 0.0, 0.0], [0.0, 0.0, 0.0], [0.0, 0.0, 0.0], [0.0, 0.0, 0.0], [0.0, 0.0, 0.0], [0.0, 0.0, 0.0], [0.0, -0.2, -0.1], [0.0, 0.1, 0.0], [0.0, 0.0, 0.0], [0.0, 0.0, 0.0], [0.0, 0.0, 0.0], [0.0, 0.0, 0.0], [0.0, 0.0, 0.0], [0.0, 0.0, 0.0], [0.0, 0.0, 0.0], [0.0, 0.0, 0.0], [0.0, 0.0, 0.0], [0.0, 0.0, 0.0], [0.1, 0.0, 0.0], [0.0, 0.0, 0.0], [0.0, 0.0, 0.0], [0.0, 0.0, 0.0], [0.0, 0.0, 0.0], [0.0, 0.1, 0.0], [0.1, 0.0, 0.0], [-0.2, -0.1, 0.0], [0.1, 0.0, 0.0], [0.0, 0.1, 0.0], [0.0, 0.0, 0.0], [0.0, 0.0, 0.0], [0.0, 0.0, 0.0], [0.0, -0.1, 0.1], [0.1, 0.0, 0.0], [-0.1, 0.0, 0.0], [0.0, 0.0, 0.0], [0.0, 0.0, 0.0], [0.0, 0.0, 0.0], [0.0, 0.0, 0.1], [0.0, 0.0, 0.0], [0.0, 0.0, 0.0], [0.0, 0.0, 0.0], [0.0, 0.0, 0.0], [0.0, 0.0, 0.0], [0.0, 0.0, 0.0], [0.0, 0.0, 0.0], [0.0, 0.0, 0.0], [0.0, 0.0, 0.0], [0.0, 0.0, 0.0], [0.0, 0.0, 0.0], [0.0, 0.0, 0.0], [0.0, 0.0, 0.0], [0.0, 0.0, 0.0], [0.0, 0.0, 0.0], [0.0, 0.0, 0.0], [0.0, 0.0, 0.0], [0.0, 0.0, 0.0], [0.0, 0.0, 0.0], [0.0, 0.0, 0.0], [0.0, 0.0, 0.0], [0.0, 0.0, 0.0], [0.0, 0.0, 0.0], [0.0, 0.0, 0.0], [0.0, 0.0, 0.0], [0.0, 0.0, 0.0], [0.0, 0.0, 0.0], [0.0, 0.0, 0.0], [0.0, 0.0, -0.1], [-0.1, -0.1, 0.0], [0.0, 0.1, 0.0], [0.2, 0.1, 0.2], [-0.2, 0.0, -0.2], [0.2, 0.1, 0.1], [0.0, -0.1, -0.2], [-0.1, -0.1, 0.0], [0.1, 0.2, 0.0], [0.0, -0.1, 0.2], [-0.1, -0.1, 0.0], [0.0, 0.0, 0.0], [0.0, 0.0, 0.0], [-0.1, 0.0, 0.0], [0.0, 0.0, 0.0], [0.0, 0.0, 0.0], [0.1, 0.0, 0.0], [0.0, 0.0, 0.1], [-0.1, 0.0, 0.0], [-0.1, -0.1, -0.2], [0.1, 0.3, -0.1], [0.0, 0.0, 0.0], [0.0, 0.0, 0.0], [0.0, 0.0, 0.0], [0.0, 0.0, 0.0], [0.0, 0.0, 0.0], [0.1, 0.0, 0.0]],
  "mulliken_charge": [3.01, -1.03, 1.36, 0.59, -0.18, -0.84, -0.92, -0.59, -0.32, 1.35, 0.69, -0.39, -0.73, -0.74, -0.75, -0.57, 0.14, -0.93, -0.80, -0.79, -0.88, -0.21, 0.35, -0.50, -0.95, -0.84, -0.52, -0.48, 0.16, -0.27, -0.02, -0.79, -0.65, -0.74, -0.05, 0.31, 0.81, -0.87, -0.95, -0.80, -0.51, 0.55, 0.52, 0.50, 0.62, 0.41, 0.51, 0.47, 0.48, 0.46, 0.47, 0.49, 0.48, 0.55, 0.65, 0.65, 0.48, 0.49, 0.54, 0.45, 0.50, 0.48, 0.54, 0.44, -0.23, 0.57, 0.46, 0.51, 0.52, -0.49, 0.37, -0.53, 0.26, -0.49, 0.24, -0.20, -0.53, 1.06, -0.78, -0.66, 0.38, 0.61, -0.02, -0.71, 0.20, -0.36, -0.30, 0.48, -0.12, -0.07, 0.35, 0.28, 0.35, 0.48, 0.56, -0.13],
  "homo_lumo_gap_ev": [8.0, 5.2],
  "spin_multiplicity": 6,
  "de_lowest_ev": 0.0000,
  "molar_mass_da": 1032.1,
  "charge": 3,
  "homo_energy_ev": [-15.75, -16.18]
}

---

Record 2
{
  "formula": "C4H9ClNO",
  "method": "the ωB97M-V functional and the def2-TZVPD basis",
  "symbols": ["C", "C", "C", "C", "N", "O", "Cl", "H", "H", "H", "H", "H", "H", "H", "H", "H"],
  "xyz": [[1.060275, 0.518005, -0.349075], [1.068547, -1.031021, -0.591849], [-0.282452, 0.722547, 0.437325], [-0.592702, -0.690960, 0.936312], [-1.363972, 1.013392, -0.533270], [-0.213487, -1.497071, -0.068161], [0.585324, -0.895600, 2.407394], [1.951330, 0.623735, 0.247127], [1.109842, 0.929613, -1.300033], [1.070813, -1.500482, -1.541234], [1.865268, -1.429687, -0.088481], [-0.182381, 1.365972, 1.352248], [-1.501774, -1.119985, 1.293355], [-2.287116, 1.032251, -0.091067], [-1.327053, 0.171250, -1.064821], [-0.960461, 1.788040, -1.045770]],
  "forces_ev_per_a": [[-0.9, -2.7, 1.3], [-2.7, 0.6, -0.1], [1.3, -0.5, 2.3], [2.6, -0.7, 1.3], [1.0, 0.3, 1.1], [0.7, -0.6, -0.9], [-0.8, 0.1, -0.6], [0.0, 1.1, 0.2], [0.1, 1.7, -1.5], [0.2, 0.5, -1.4], [1.7, -1.3, 1.7], [-0.5, 0.1, -1.4], [-1.1, 0.8, 0.4], [0.0, 1.0, -0.3], [-0.3, -0.9, -1.4], [-1.3, 0.7, -0.6]],
  "mulliken_charge": [-0.72, -0.45, -0.34, -0.09, -0.16, -0.42, -0.17, 0.36, 0.33, 0.35, 0.34, 0.45, 0.44, 0.36, 0.35, 0.36],
  "homo_lumo_gap_ev": 11.0,
  "de_lowest_ev": 1.4533,
  "molar_mass_da": 122.6,
  "charge": 1,
  "homo_energy_ev": -14.87
}

---

Record 3
{
  "formula": "C17H28F6N2O12S2",
  "method": "the ωB97M-V functional and the def2-TZVPD basis",
  "symbols": ["O", "H", "H", "H", "C", "F", "F", "F", "S", "O", "O", "N", "S", "O", "O", "C", "F", "F", "F", "C", "O", "C", "C", "N", "C", "C", "O", "C", "H", "H", "H", "H", "H", "H", "H", "H", "H", "H", "H", "H", "H", "H", "H", "C", "C", "C", "C", "C", "C", "O", "O", "H", "H", "H", "H", "H", "H", "C", "C", "O", "C", "O", "O", "H", "H", "H", "H"],
  "xyz": [[12.685465, 33.272450, 24.249436], [12.442993, 32.343716, 24.233075], [13.465735, 33.426009, 23.711667], [12.839210, 33.588275, 25.142872], [17.494168, 33.659955, 23.991418], [18.214940, 33.522266, 22.834193], [18.468175, 33.273078, 24.850633], [17.192568, 34.935557, 24.155483], [16.037131, 32.495183, 23.837771], [16.517830, 31.310957, 23.174043], [15.623236, 32.274467, 25.222980], [14.850681, 33.401999, 22.940058], [15.206155, 33.145444, 21.397597], [16.442814, 33.895858, 21.016735], [15.187969, 31.697050, 20.932690], [13.704116, 33.951144, 20.400780], [13.961045, 34.015137, 19.113251], [12.681119, 33.184110, 20.482918], [13.494927, 35.085463, 20.891387], [12.424972, 35.631692, 27.092223], [12.719295, 34.299673, 26.665435], [13.618786, 33.460437, 27.427658], [13.009561, 32.044314, 27.536038], [13.099324, 31.194138, 26.304404], [12.099013, 30.196347, 26.094059], [12.147453, 29.589754, 24.711689], [12.171971, 30.769329, 23.810546], [12.363690, 30.372750, 22.468975], [13.344002, 36.197410, 27.245354], [12.100663, 35.446050, 28.116174], [11.723565, 36.032584, 26.360510], [13.980605, 33.968231, 28.321703], [14.551586, 33.464212, 26.863761], [12.013740, 31.890427, 27.951687], [13.597564, 31.549112, 28.308764], [13.990451, 30.739629, 26.164995], [11.115761, 30.653303, 26.205925], [12.165054, 29.354805, 26.783649], [11.294985, 28.918845, 24.605442], [13.083110, 29.130740, 24.392406], [13.133483, 29.639592, 22.228125], [12.392036, 31.277914, 21.862365], [11.464291, 29.923221, 22.048130], [13.243561, 39.056965, 22.856506], [13.284140, 37.982931, 23.703755], [14.159317, 36.930057, 23.463179], [15.064306, 37.098331, 22.467739], [15.023050, 38.045368, 21.520664], [14.137998, 39.135327, 21.767122], [14.065210, 40.106284, 20.875694], [13.929361, 35.767632, 24.209382], [12.526974, 39.843557, 23.041314], [12.492519, 37.769044, 24.406603], [15.686183, 36.228275, 22.317180], [15.716620, 38.150771, 20.699527], [14.589879, 39.776955, 20.142291], [14.437869, 35.088067, 23.760828], [9.001660, 34.013425, 28.507288], [8.654333, 32.521990, 28.505181], [9.389319, 32.040820, 27.419429], [9.648215, 32.930630, 26.578872], [10.079096, 32.811551, 25.454308], [9.292481, 34.147432, 27.073876], [9.909823, 34.406690, 28.964106], [8.116372, 34.626036, 28.677799], [7.604123, 32.289739, 28.328492], [9.045294, 32.047748, 29.405364]],
  "forces_ev_per_a": [[-1.8, 1.1, -0.4], [-0.4, -2.0, 0.1], [1.5, -0.1, -1.2], [-0.3, 0.9, 1.7], [3.4, -0.4, -2.3], [-1.2, 0.5, 0.1], [-1.9, 0.1, 1.2], [-0.4, -0.4, 0.4], [-0.6, -1.4, 1.5], [-0.2, 1.5, 0.3], [-0.2, 1.2, -1.6], [2.2, -1.7, 1.5], [2.6, -2.5, -5.3], [-3.1, -1.1, 0.7], [-0.7, 4.1, 1.4], [2.8, -2.6, -0.1], [1.2, 0.4, -0.7], [-2.4, -1.6, 1.0], [-0.9, 3.6, 1.3], [1.1, -1.6, 0.9], [0.1, -0.7, -0.7], [-0.5, 0.6, -1.2], [1.4, -1.6, 0.2], [0.2, 1.2, 0.1], [-0.6, -0.4, 0.3], [0.9, 2.4, -0.8], [-0.5, -1.7, 0.1], [-1.5, 0.5, -1.2], [0.1, 0.4, -0.7], [-1.0, 0.8, 0.1], [0.1, 0.2, 0.5], [-0.9, -0.3, 0.7], [0.0, -0.7, -0.3], [-0.3, 1.0, -0.3], [0.4, -0.1, 0.3], [0.4, 0.6, 0.3], [0.0, -0.1, 0.0], [-0.1, -0.3, 0.5], [-0.1, 0.2, -0.6], [0.1, -0.7, 0.8], [0.7, 0.5, 0.6], [0.9, 0.0, 0.1], [-0.5, -0.4, 0.4], [0.8, 1.0, -0.7], [-0.3, -1.4, -0.1], [-2.0, 0.9, 1.6], [1.3, -3.8, 0.0], [-1.0, 3.6, 0.4], [-0.1, -2.8, 1.2], [-0.2, 1.5, -1.0], [0.7, 1.3, -0.5], [0.0, 0.1, -0.2], [0.0, 0.5, 0.3], [0.6, -0.1, -0.3], [0.2, -0.4, -0.1], [0.0, 0.5, -0.4], [0.4, -0.4, -0.1], [-0.7, 0.2, -2.4], [0.6, 0.5, 1.8], [0.0, -4.4, 1.9], [0.6, 4.1, -4.1], [-0.2, -0.4, 1.3], [0.0, 0.5, 0.3], [-0.3, -0.6, 0.8], [0.3, 0.1, 0.4], [0.0, 0.3, 0.2], [-0.4, -0.3, 0.0]],
  "mulliken_charge": [0.52, 0.73, 0.57, 0.24, 0.57, -0.23, -0.24, -0.17, 0.92, -0.59, -0.68, -0.74, 0.96, -0.68, -0.62, 0.67, -0.25, -0.26, -0.17, -0.85, -0.23, -0.69, -0.95, 0.00, -0.38, -0.82, -0.55, -0.87, 0.33, 0.41, 0.12, 0.74, 0.11, 0.31, 0.44, 0.22, 0.05, 0.40, 0.31, 0.44, 0.38, 0.18, 0.31, -0.71, -0.49, 0.54, -0.50, -0.73, 0.78, -0.55, -0.28, 0.41, 0.30, 0.42, 0.36, 0.28, 0.17, -0.24, -0.41, -0.31, 0.77, -0.52, -0.35, 0.17, 0.29, 0.33, 0.30],
  "homo_lumo_gap_ev": 7.9,
  "de_lowest_ev": 2.2120,
  "molar_mass_da": 630.5,
  "homo_energy_ev": -7.74
}

---

Record 4
{
  "formula": "C21H11ClFN3OS3",
  "method": "the ωB97M-V functional and the def2-TZVPD basis",
  "symbols": ["O", "F", "Cl", "N", "N", "S", "S", "S", "C", "C", "C", "C", "C", "C", "C", "C", "C", "C", "C", "C", "C", "C", "C", "C", "C", "C", "C", "C", "C", "N", "H", "H", "H", "H", "H", "H", "H", "H", "H", "H", "H"],
  "xyz": [[1.240787, 0.004910, 4.874146], [-3.159472, -2.497169, 8.857500], [-2.833014, -0.783848, -9.952899], [1.046640, -0.223649, -1.315616], [2.206783, 0.548830, 0.629345], [1.645589, 2.318284, -1.385302], [0.143056, 2.262552, -4.175277], [-0.360950, -0.231394, 1.426397], [0.928238, -0.219154, 3.712638], [1.646132, 0.725332, -0.643717], [0.749510, 1.609843, -2.681388], [-0.045826, -0.350983, -3.629668], [0.589272, 0.290949, -2.508448], [-0.323994, 0.586899, -4.647595], [1.350858, 0.137350, 1.533388], [-0.404095, -0.421524, 3.153251], [-1.610144, -0.699153, 3.743064], [-3.689429, -1.435313, 6.783955], [-1.449804, -2.205756, 7.228655], [-2.111526, 0.950352, -7.967145], [-1.391204, -1.369351, -7.703229], [-1.545157, 1.275886, -6.721062], [-0.754857, -1.010151, -6.516133], [-3.319749, -1.007639, 5.507462], [-1.032901, -1.693701, 5.996411], [-2.785278, -2.072019, 7.614977], [-2.082405, -0.385143, -8.419831], [-0.896293, 0.255821, -5.968816], [-1.984417, -1.120064, 5.120148], [1.886022, -0.089158, 2.765287], [-0.278653, -1.413437, -3.693965], [-2.407959, -0.723071, 3.033936], [-4.775163, -1.381337, 7.045922], [-0.731507, -2.705869, 7.901781], [-2.739321, 1.581892, -8.574121], [-1.331204, -2.414457, -8.024259], [-1.605349, 2.248812, -6.316903], [-0.217169, -1.794575, -5.970601], [-4.011783, -0.529375, 4.800352], [-0.007217, -1.793655, 5.680048], [2.754177, 0.429381, 2.993163]],
  "forces_ev_per_a": [[-0.8, -0.7, -0.1], [0.1, 0.2, -1.0], [0.1, 0.1, 0.4], [0.6, 0.6, 0.4], [-2.1, -0.1, 0.2], [-0.1, -0.4, 0.0], [0.0, -1.8, 0.1], [0.6, 0.2, -0.8], [1.0, 1.0, 3.1], [-0.3, -0.7, 0.2], [0.4, 2.3, -0.6], [-0.2, 1.8, -1.3], [-0.7, -1.6, -0.3], [0.5, -1.3, 1.5], [2.7, 0.4, -2.6], [-2.1, -0.8, 1.1], [1.8, -0.1, 0.4], [-2.0, -0.3, -0.2], [0.4, -0.1, 0.2], [-0.2, -1.2, 0.5], [0.0, 0.3, -0.1], [0.0, -2.2, -1.0], [-0.4, -0.8, 0.2], [0.6, 0.1, 0.2], [-1.2, -0.3, 0.2], [0.6, 0.4, 0.1], [0.7, 0.1, 0.4], [0.0, 1.7, -0.3], [1.0, 0.2, -0.4], [0.0, 0.6, -0.6], [0.1, 0.4, 0.0], [-0.7, 0.1, -0.3], [1.2, 0.0, 0.1], [-0.5, 0.4, -0.4], [0.3, 0.7, 0.2], [-0.1, 0.6, -0.1], [-0.2, 1.0, 0.3], [-0.1, 0.4, -0.2], [0.1, -0.4, 0.6], [0.0, 0.0, 0.1], [-0.8, -0.8, -0.1]],
  "mulliken_charge": [-0.62, -0.30, -0.21, -0.63, -0.60, -0.24, -0.25, -0.11, 0.02, 0.74, 0.54, -0.88, -0.13, 0.32, 0.46, 0.82, -0.89, -0.41, -0.51, -0.76, -0.55, -0.68, -0.43, -0.59, -0.45, 0.26, 0.41, 1.05, 0.91, -0.15, 0.39, 0.35, 0.32, 0.39, 0.37, 0.37, 0.39, 0.30, 0.35, 0.32, 0.32],
  "homo_lumo_gap_ev": 7.2,
  "de_lowest_ev": 0.1940,
  "molar_mass_da": 472.0,
  "homo_energy_ev": -8.03
}